An isolated molecule of C3H3IO2 at a distorted geometry, computed with ωB97M-V/def2-TZVPD.

LUMO	-0.06	eV
energy relative to the best compared isomer or geometry (same formula, charge and spin)	1.9478	eV
maximum force	3.9	eV/Å

Each line ends with the Löwdin charge.
CARTESIAN COORDINATES (ANGSTROEM)
C1 -0.81508 -0.36015 -0.68694  -0.619
C2 0.96694 0.80383 -0.33734  0.029
C3 -0.46563 -0.30178 0.77785  -0.574
O1 -1.48257 -1.14415 -1.27756  0.127
O2 -0.08502 0.66032 -1.24294  -0.032
I1 -0.13590 -2.04644 1.85484  0.847
H1 1.16476 1.80729 -0.00015  0.090
H2 1.78457 0.10918 -0.45729  0.091
H3 -0.93207 0.47190 1.36952  0.040